[1]
Density functional theory data (ωB97M-V/def2-TZVPD) for a molecular structure, C7H10N2O.

Geometry as XYZ:
```
20
Properties=species:S:1:pos:R:3:forces:R:3:lowdin_charge:R:1
C 2.76419 0.16793 0.59909 -4.90 -4.08 -0.73 -0.111
C 2.42492 1.17422 -0.23656 -0.15 3.63 -3.20 -0.043
C 0.94373 -0.47214 -0.40360 -3.64 -3.78 -1.29 -0.405
C -2.00538 -0.59772 1.42863 -0.67 0.87 0.43 -0.004
C -1.59101 -0.12237 0.25652 0.07 -1.67 0.20 -0.233
C -1.86386 1.10629 -0.47060 -0.95 1.85 -1.04 -0.140
C -0.24846 -1.26296 -0.69868 2.06 2.48 1.91 -0.239
N 1.83045 -0.81212 0.54472 3.65 0.04 3.10 0.119
N 1.25821 0.70497 -0.90376 -0.61 7.08 -4.29 0.038
O -0.21310 -2.47564 -0.15160 1.78 -1.47 3.53 -0.041
H 3.44772 0.16293 1.30370 3.50 -0.19 3.07 0.062
H 3.04634 2.09820 -0.53536 -1.45 -1.72 0.40 0.138
H -1.55819 -1.53694 1.74686 -0.34 -0.03 0.17 0.040
H -2.79190 -0.10622 2.15923 1.69 -0.78 -1.64 0.097
H -2.18499 0.97363 -1.54123 0.98 -0.27 0.62 0.089
H -0.97914 1.80037 -0.39788 -1.02 -0.51 -0.22 0.074
H -2.77281 1.66864 -0.14016 0.67 -0.31 0.54 0.083
H -0.56586 -1.35325 -1.70422 -0.82 0.64 -0.99 0.125
H 0.56700 1.31983 -1.50705 2.27 -1.70 2.02 0.184
H 0.49213 -2.43763 0.65192 -2.11 -0.08 -2.60 0.169
```
Forces are in eV/Å.

## Properties
Charge ... 0
E_tot ... -12441.339 eV
E_HOMO (alpha / beta) ... -0.1497 / -0.3195 Ha
Largest force on an atom ... 8.30 eV Å⁻¹
<S²> ... 2.02
2S+1 ... 3
Energy relative to the best compared isomer or geometry (same formula, charge and spin) ... 50.1 kcal/mol
Lowest unoccupied orbital energy (alpha / beta) ... 0.80 / -2.41 eV

---

[2]
Density functional theory data (ωB97M-V/def2-TZVPD) for a gas-phase ion, C4H8BrN3P (charge +1).

Geometry as XYZ:
```
17
Properties=species:S:1:pos:R:3:forces:R:3:lowdin_charge:R:1
C -1.01549 0.87454 -1.28644 1.81 1.86 -1.87 -0.832
C 0.28816 0.08851 0.94603 0.99 0.47 1.74 -0.401
C -1.80010 0.23029 -0.26211 -1.04 0.77 1.96 -0.163
C 0.94571 0.22815 -0.33208 0.27 -2.66 -2.49 -0.419
N 0.24966 0.89712 -1.41758 -0.95 0.18 1.24 0.016
N -1.00561 0.13971 1.04758 -1.57 -0.44 -2.94 0.156
N 1.09127 -0.02270 2.00263 1.25 0.43 2.18 0.187
P 0.97289 -1.64618 -1.18470 -1.26 1.66 -0.34 0.926
Br -2.07058 1.68168 -2.62823 0.07 -0.09 0.00 0.842
H -2.65327 0.90726 0.05455 0.58 -1.27 -0.91 0.145
H -2.07763 -0.68783 -0.84493 -0.25 -0.01 1.66 0.147
H 2.01537 0.42556 -0.29052 -0.39 0.61 0.22 0.114
H -1.61861 0.03881 1.83884 0.66 -0.11 0.61 0.172
H 2.10326 -0.21153 1.87634 -1.18 0.44 -0.26 0.146
H 0.91505 0.37534 2.96454 -0.36 -1.01 -1.65 0.172
H 1.83634 -2.22727 -0.30353 1.20 -0.36 0.49 -0.139
H 1.82358 -1.09147 -2.18039 0.20 -0.49 0.35 -0.069
```
Forces are in eV/Å.

## Properties
Charge ... +1
E_tot ... -88071.248 eV
E_HOMO ... -0.4948 Ha
Largest force on an atom ... 3.65 eV Å⁻¹
SMILES string ... [NH2+]=C1NCC(Br)=N[C@@H]1P
2S+1 ... 1
Energy relative to the best compared isomer or geometry (same formula, charge and spin) ... 0.0 kcal/mol
Lowest unoccupied orbital energy ... -3.97 eV

---

[3]
Density functional theory data (ωB97M-V/def2-TZVPD) for 2 unconnected molecules or ions with the total composition C4H5NO3.

Geometry as XYZ:
```
13
Properties=species:S:1:pos:R:3:forces:R:3:lowdin_charge:R:1
C -0.82567 -1.30631 -0.87891 -1.83 -1.72 1.06 -0.194
C 0.45257 0.18364 0.84623 3.07 0.19 -2.17 -0.219
C -0.56041 0.83140 1.65285 -3.61 -2.81 -1.41 -0.037
C 0.17705 -0.47818 -1.42304 0.56 0.46 3.21 -0.458
N -1.66560 -1.93103 -0.33371 1.65 1.13 -1.33 0.145
O 1.65349 0.16499 0.99190 -2.31 -0.28 0.07 0.079
O -0.22252 0.55109 -2.17909 0.81 0.41 0.02 0.102
O 1.49776 -0.78495 -1.44754 -0.79 0.03 -1.36 0.077
H -1.56268 0.22104 1.63935 1.87 1.15 -0.14 0.132
H -0.28663 0.98278 2.60913 1.26 0.00 3.54 0.041
H -0.76471 1.79960 1.33113 -0.42 1.63 -1.34 0.072
H 0.42143 1.25775 -1.98019 -0.35 -0.08 -0.50 0.140
H 1.68592 -1.49183 -0.82810 0.09 -0.12 0.34 0.120
```
Forces are in eV/Å.

## Properties
Charge ... 0
E_tot ... -11857.660 eV
E_HOMO (alpha / beta) ... -0.2834 / -0.2898 Ha
Largest force on an atom ... 4.78 eV Å⁻¹
2S+1 ... 1
Energy relative to the best compared isomer or geometry (same formula, charge and spin) ... 100.1 kcal/mol
Lowest unoccupied orbital energy (alpha / beta) ... -0.04 / -0.07 eV

---

[4]
Density functional theory data (ωB97M-V/def2-TZVPD) for 3 unconnected molecules or ions with the total composition C4H15NO2.

Geometry as XYZ:
```
22
Properties=species:S:1:pos:R:3:forces:R:3:lowdin_charge:R:1
C -2.00480 -0.64703 -1.12535 -2.13 0.62 0.03 -0.008
N -1.43239 0.18826 -0.11621 2.07 -1.37 -0.78 0.142
C 0.74380 0.44964 -1.10201 0.06 0.01 0.56 0.006
C -0.46158 1.20747 -0.46683 -0.36 1.18 -0.08 -0.371
C -1.00522 2.24096 -1.43984 -0.99 -0.11 -0.02 -0.033
H -1.89373 -1.70787 -0.94464 0.51 -0.14 0.12 0.121
H -3.09959 -0.50238 -1.02265 0.01 -0.05 -0.07 0.145
H -1.80878 -0.32288 -2.13638 0.44 0.06 -0.12 0.108
H -1.06836 -0.40159 0.62972 -0.57 0.35 0.73 0.164
H 0.65120 0.46812 -2.17901 -0.05 -0.24 -0.19 0.094
H 1.62922 0.99727 -0.80459 0.21 0.12 -0.05 0.102
H 0.85268 -0.56515 -0.71617 0.04 -0.01 -0.15 0.094
H -0.13721 1.72068 0.44301 -0.15 -0.38 0.10 0.157
H -1.22004 1.78721 -2.39944 0.19 -0.01 -0.35 0.079
H -1.94539 2.71479 -1.13584 0.19 -0.21 0.38 0.102
H -0.30617 3.04637 -1.56839 0.52 0.16 -0.13 0.098
H 1.27408 -1.03757 4.02981 0.04 0.00 0.02 0.041
H 0.52908 -0.34621 2.89285 0.27 -0.03 0.44 0.008
O 0.97581 -0.17049 3.73409 -0.25 -0.02 -0.45 -0.054
H 3.57528 -2.46405 1.43006 -0.38 0.02 -0.22 0.039
H 3.30326 -3.59288 2.33381 -0.43 -0.24 -0.03 0.043
O 2.84884 -3.06266 1.66399 0.76 0.28 0.26 -0.077
```
Forces are in eV/Å.

## Properties
Charge ... +1
E_tot ... -9967.550 eV
E_HOMO (alpha / beta) ... -0.5261 / -0.5261 Ha
Largest force on an atom ... 2.60 eV Å⁻¹
<S²> ... 0.75
2S+1 ... 2
Energy relative to the best compared isomer or geometry (same formula, charge and spin) ... 6.7 kcal/mol
Lowest unoccupied orbital energy (alpha / beta) ... -3.32 / -7.81 eV

---

[5]
Density functional theory data (ωB97M-V/def2-TZVPD) for 2 unconnected molecules or ions with the total composition C3H9N2O.

Geometry as XYZ:
```
15
Properties=species:S:1:pos:R:3:forces:R:3:lowdin_charge:R:1
C 1.54596 -0.20501 -0.00006 0.03 0.06 -0.17 -0.218
C -1.50734 1.36365 -0.00395 -2.90 2.43 0.51 -0.069
C -0.96379 0.09559 0.49814 -0.20 -2.20 2.01 -0.200
N 2.11390 -1.29690 -0.48934 -1.69 -1.41 0.38 0.119
N -1.46591 -1.06666 0.03426 1.17 0.94 -1.61 0.117
O 2.45706 0.73075 0.08589 0.19 1.96 0.59 0.043
H -2.62878 1.45014 0.46724 2.46 -0.62 -0.81 0.170
H -1.74159 1.43964 -1.07964 0.49 -0.40 0.32 0.092
H -1.13595 2.39151 0.32959 0.34 -1.89 -0.27 0.115
H -0.63269 0.01110 1.54708 0.12 0.45 -0.77 0.131
H 1.54677 -2.16144 -0.47326 0.68 0.96 -0.25 0.115
H 3.09259 -1.43577 -0.71339 0.09 0.44 0.10 0.126
H 2.14703 1.60445 0.45710 0.16 -1.56 -0.62 0.147
H -1.70556 -0.88147 -0.96246 -0.23 -1.32 0.91 0.142
H -1.12170 -2.03958 0.30280 -0.71 2.17 -0.32 0.170
```
Forces are in eV/Å.

## Properties
Charge ... +1
E_tot ... -8275.863 eV
E_HOMO ... -0.4952 Ha
Largest force on an atom ... 3.82 eV Å⁻¹
2S+1 ... 1
Energy relative to the best compared isomer or geometry (same formula, charge and spin) ... 74.0 kcal/mol
Lowest unoccupied orbital energy ... -4.28 eV

---

[6]
Density functional theory data (ωB97M-V/def2-TZVPD) for a molecular structure, C36H24ClF3N4O5Sn.

Geometry as XYZ:
```
74
Properties=species:S:1:pos:R:3:forces:R:3:lowdin_charge:R:1
Sn 1.49928 -2.02414 0.63171 -0.34 -0.13 0.14 1.264
O 2.30971 -3.47263 -3.34657 0.01 0.00 0.01 0.046
C 2.17900 -2.84204 -2.30359 0.04 -0.02 -0.09 -0.484
N 2.05044 -3.27797 -1.04979 0.02 -0.18 -0.03 -0.073
C 2.27267 -4.61655 -0.65331 0.00 0.08 -0.02 -0.221
C 2.09554 -5.73736 -1.45197 0.00 0.01 0.02 -0.017
C 2.36109 -6.99740 -0.92804 0.00 0.00 -0.02 -0.093
C 2.80278 -7.13893 0.37674 0.01 0.00 0.01 -0.092
C 2.98395 -6.02387 1.18687 0.00 -0.02 -0.01 -0.016
C 2.71607 -4.76138 0.67949 -0.03 0.00 -0.12 -0.227
N 2.83876 -3.54997 1.38647 0.15 0.06 0.13 -0.075
C 3.76299 -3.33834 2.32890 0.04 0.04 0.03 -0.479
O 4.52031 -4.13303 2.87174 -0.03 0.01 -0.01 0.050
C 3.85497 -1.87097 2.72256 -0.05 0.01 -0.03 -0.178
C 4.63050 -1.49003 3.80635 -0.01 0.02 -0.04 0.016
C 4.68033 -0.15058 4.14715 0.02 0.00 0.03 -0.037
C 3.94986 0.77033 3.40728 -0.01 -0.01 -0.02 -0.042
C 3.19861 0.30995 2.34411 0.07 0.01 0.06 -0.125
N 3.16986 -0.97815 2.00030 -0.02 -0.04 -0.03 -0.026
C 2.20083 -1.32468 -2.37458 -0.06 0.06 0.05 -0.178
C 2.29927 -0.68118 -3.59884 -0.01 0.01 0.01 0.017
C 2.33907 0.70062 -3.61961 0.00 0.01 -0.07 -0.039
C 2.26471 1.40500 -2.42518 -0.01 0.00 0.07 -0.047
C 2.15308 0.68983 -1.24877 -0.02 0.00 -0.10 -0.126
N 2.13708 -0.64329 -1.22794 0.10 0.09 0.06 -0.021
H 1.76886 -5.61294 -2.47262 0.01 -0.01 0.00 0.102
H 2.22400 -7.87101 -1.55240 0.00 0.00 0.00 0.098
H 3.01344 -8.12345 0.77430 0.00 0.00 0.00 0.099
H 3.34604 -6.12268 2.19842 -0.01 0.00 0.00 0.105
H 5.16530 -2.25848 4.34533 0.00 0.00 0.00 0.123
H 5.27464 0.17733 4.99011 0.00 0.00 0.00 0.113
H 3.95271 1.82242 3.65379 0.00 0.00 -0.01 0.110
H 2.58841 0.98344 1.75457 0.01 -0.01 0.06 0.093
H 2.34581 -1.28588 -4.49283 0.00 -0.01 0.01 0.122
H 2.42264 1.23015 -4.55984 0.00 0.00 0.00 0.113
H 2.28960 2.48524 -2.40247 0.00 0.00 -0.01 0.107
H 2.06661 1.18837 -0.29036 0.00 0.00 -0.06 0.094
C -2.60524 4.65869 4.88875 -0.04 0.02 0.07 -0.023
C -1.78991 5.02165 3.68407 0.05 0.05 -0.03 -0.188
C -0.95551 6.12720 3.67878 -0.03 0.01 0.00 -0.059
C -0.19453 6.43779 2.56127 0.03 0.02 -0.03 -0.668
Cl 0.83779 7.83727 2.59258 0.00 -0.01 0.00 0.658
C -0.24739 5.65181 1.43002 -0.02 0.00 0.03 -0.101
C -1.07996 4.53775 1.41656 0.02 0.03 0.01 -0.006
C -1.84348 4.23379 2.53150 -0.04 -0.08 0.00 -0.218
O -2.71276 3.16815 2.60479 -0.01 0.04 -0.03 -0.017
C -2.66658 2.21479 1.58901 0.03 -0.02 0.03 -0.106
C -1.39667 1.39024 1.69449 0.09 -0.10 -0.16 -0.389
O -0.58731 1.44953 2.55447 0.04 0.02 0.03 0.187
O -1.17662 0.48127 0.65392 -0.11 0.20 0.07 0.041
H -2.52549 5.43439 5.64856 0.00 -0.01 0.00 0.080
H -2.26478 3.71599 5.32065 0.01 -0.01 -0.03 0.092
H -3.65715 4.52917 4.63389 0.00 0.01 -0.02 0.087
H -0.89605 6.75994 4.55475 0.00 -0.01 0.01 0.114
H 0.34929 5.90252 0.56442 0.00 -0.01 0.00 0.106
H -1.10740 3.93033 0.52284 -0.02 -0.02 0.00 0.113
H -2.75313 2.64076 0.58649 0.01 0.04 -0.01 0.131
H -3.52437 1.55345 1.72045 0.01 -0.02 0.04 0.159
F -6.64245 -1.80171 -5.82528 0.02 0.09 -0.02 0.142
C -6.16615 -0.54115 -5.79540 -0.01 -0.01 -0.02 -0.582
F -7.22396 0.28610 -5.81866 0.05 -0.05 -0.02 0.136
F -5.48893 -0.35687 -6.94656 -0.06 -0.02 0.06 0.141
C -5.28749 -0.31412 -4.59797 0.00 0.00 0.02 -0.120
C -5.59563 0.65474 -3.65681 0.00 0.00 -0.01 -0.001
C -4.76594 0.83795 -2.56254 0.02 -0.03 -0.02 -0.014
C -3.62540 0.05180 -2.40530 -0.08 0.05 -0.01 -0.223
C -3.32655 -0.92522 -3.35761 0.03 0.00 0.02 -0.007
C -4.15417 -1.10425 -4.44870 -0.01 -0.01 -0.02 0.000
C -2.76298 0.24321 -1.27502 0.02 0.01 0.04 0.066
C -2.04292 0.40066 -0.33081 0.07 -0.13 -0.04 -0.094
H -6.47912 1.26558 -3.77656 0.00 -0.01 0.00 0.121
H -5.00223 1.59160 -1.82359 0.00 0.00 0.00 0.117
H -2.44568 -1.54001 -3.23178 0.00 0.00 -0.01 0.123
H -3.92203 -1.86055 -5.18719 0.00 0.00 0.01 0.129
```
Forces are in eV/Å.

## Properties
Charge ... 0
E_tot ... -80426.350 eV
E_HOMO ... -0.2723 Ha
Largest force on an atom ... 0.39 eV Å⁻¹
2S+1 ... 1
Energy relative to the best compared isomer or geometry (same formula, charge and spin) ... 32.5 kcal/mol
Lowest unoccupied orbital energy ... -0.14 eV

---

- Look up the charge of the sixth one.
  0

---

Repeat the fifth record exactly.
Density functional theory data (ωB97M-V/def2-TZVPD) for 2 unconnected molecules or ions with the total composition C3H9N2O.

Geometry as XYZ:
```
15
Properties=species:S:1:pos:R:3:forces:R:3:lowdin_charge:R:1
C 1.54596 -0.20501 -0.00006 0.03 0.06 -0.17 -0.218
C -1.50734 1.36365 -0.00395 -2.90 2.43 0.51 -0.069
C -0.96379 0.09559 0.49814 -0.20 -2.20 2.01 -0.200
N 2.11390 -1.29690 -0.48934 -1.69 -1.41 0.38 0.119
N -1.46591 -1.06666 0.03426 1.17 0.94 -1.61 0.117
O 2.45706 0.73075 0.08589 0.19 1.96 0.59 0.043
H -2.62878 1.45014 0.46724 2.46 -0.62 -0.81 0.170
H -1.74159 1.43964 -1.07964 0.49 -0.40 0.32 0.092
H -1.13595 2.39151 0.32959 0.34 -1.89 -0.27 0.115
H -0.63269 0.01110 1.54708 0.12 0.45 -0.77 0.131
H 1.54677 -2.16144 -0.47326 0.68 0.96 -0.25 0.115
H 3.09259 -1.43577 -0.71339 0.09 0.44 0.10 0.126
H 2.14703 1.60445 0.45710 0.16 -1.56 -0.62 0.147
H -1.70556 -0.88147 -0.96246 -0.23 -1.32 0.91 0.142
H -1.12170 -2.03958 0.30280 -0.71 2.17 -0.32 0.170
```
Forces are in eV/Å.

## Properties
Charge ... +1
E_tot ... -8275.863 eV
E_HOMO ... -0.4952 Ha
Largest force on an atom ... 3.82 eV Å⁻¹
2S+1 ... 1
Energy relative to the best compared isomer or geometry (same formula, charge and spin) ... 74.0 kcal/mol
Lowest unoccupied orbital energy ... -4.28 eV